Record 1
A molecular structure, C16H32ClLiO8 at a distorted geometry, computed with wB97M-V/def2-TZVPD.

The value obtained for the HOMO energy is -8.430 eV. Its orbital gap is 5.5 eV. The LUMO energy comes out at -2.889 eV. The energy relative to the best compared isomer or geometry (same formula, charge and spin) is 681.4 kJ/mol.

Last column: Löwdin charge in e.
Geometry (Å):
Li1 4.996 0.850 3.362  0.964
Cl1 0.629 -0.499 2.458  0.621
O1 -0.211 -1.690 2.523  -0.371
O2 1.166 -0.297 3.783  -0.432
O3 1.815 -0.788 1.710  -0.421
O4 -0.103 0.671 1.986  -0.370
C1 -4.535 -5.062 -2.384  -0.177
C2 -4.725 -5.465 -0.950  -0.173
C3 -3.763 -6.637 -0.634  -0.201
O5 -3.310 -6.986 -1.900  -0.116
C4 -3.266 -5.791 -2.629  -0.259
H1 -4.395 -3.988 -2.502  0.119
H2 -5.296 -5.420 -3.077  0.116
H3 -5.794 -5.647 -0.842  0.104
H4 -4.517 -4.650 -0.257  0.110
H5 -4.228 -7.406 -0.017  0.120
H6 -2.919 -6.239 -0.070  0.115
H7 -3.117 -5.910 -3.702  0.120
H8 -2.342 -5.255 -2.411  0.123
C5 7.595 -4.367 6.883  -0.186
C6 6.429 -5.061 6.256  -0.215
C7 5.558 -3.878 5.909  -0.159
O6 6.525 -2.853 5.469  -0.175
C8 7.844 -3.227 5.884  -0.203
H9 8.464 -5.024 6.882  0.117
H10 7.256 -3.990 7.848  0.118
H11 5.868 -5.796 6.833  0.118
H12 6.755 -5.729 5.460  0.116
H13 5.063 -3.570 6.830  0.122
H14 4.944 -4.134 5.046  0.125
H15 8.453 -2.442 6.332  0.117
H16 8.298 -3.726 5.028  0.115
C9 -5.221 7.146 -0.783  -0.137
C10 -3.962 7.405 0.094  -0.180
C11 -3.308 8.679 -0.371  -0.200
O7 -3.787 8.882 -1.708  -0.107
C12 -4.668 7.831 -1.995  -0.273
H17 -6.066 7.652 -0.317  0.110
H18 -5.480 6.104 -0.969  0.116
H19 -3.272 6.562 0.073  0.110
H20 -4.230 7.505 1.145  0.105
H21 -2.230 8.747 -0.229  0.115
H22 -3.662 9.507 0.243  0.110
H23 -4.278 7.158 -2.758  0.117
H24 -5.521 8.165 -2.587  0.113
C13 1.477 1.394 -5.044  -0.183
C14 1.556 2.876 -4.647  -0.177
C15 0.136 3.239 -4.495  -0.238
O8 -0.382 2.690 -5.684  -0.118
C16 0.179 1.374 -5.752  -0.224
H25 1.497 0.567 -4.334  0.114
H26 2.290 1.173 -5.735  0.105
H27 2.164 3.348 -5.418  0.120
H28 2.098 2.949 -3.704  0.111
H29 0.011 4.320 -4.434  0.122
H30 -0.330 2.930 -3.559  0.127
H31 0.295 1.212 -6.823  0.122
H32 -0.445 0.594 -5.315  0.119



Record 2
A molecular structure, C28H47BrNP3Ti at a distorted geometry, computed with wB97M-V/def2-TZVPD.

Its charge is +2. The value obtained for the HOMO energy (alpha / beta) is -12.283 / -13.201 eV. Its orbital gap (alpha / beta) is 6.4 / 7.2 eV. The LUMO energy (alpha / beta) comes out at -5.847 / -5.963 eV. The energy relative to the best compared isomer or geometry (same formula, charge and spin) is 386.8 kJ/mol. As for the expectation value of S²: 2.013. The spin multiplicity is 3.

Last column: Löwdin charge in e.
Geometry (Å):
C1 -1.746 -2.601 -4.611  0.002
C2 -2.221 -1.277 -4.557  -0.239
C3 -3.172 -0.863 -5.503  -0.011
C4 -3.633 -1.804 -6.436  -0.113
N1 -3.189 -3.057 -6.458  0.075
C5 -2.274 -3.463 -5.583  -0.110
C6 -1.563 -0.337 -3.682  -0.140
C7 -0.541 -0.330 -2.810  -0.147
C8 0.785 -0.394 -2.365  -0.256
C9 1.184 -1.115 -1.223  -0.022
C10 2.492 -1.080 -0.766  -0.096
C11 3.407 -0.154 -1.297  -0.698
C12 3.043 0.550 -2.467  -0.092
C13 1.747 0.442 -3.013  -0.066
Ti1 -0.668 1.332 -3.784  0.842
P1 0.057 -1.139 2.481  0.922
H1 -3.507 0.174 -5.569  0.109
H2 -0.939 -2.947 -3.962  0.118
H3 -4.387 -1.524 -7.179  0.121
H4 -1.933 -4.499 -5.636  0.118
H5 1.499 0.861 -4.027  0.120
H6 0.446 -1.720 -0.698  0.098
H7 3.775 1.199 -2.933  0.118
H8 2.769 -1.721 0.059  0.049
C14 0.424 0.222 3.676  -0.376
C15 -0.694 1.185 4.079  -0.122
H9 1.235 0.791 3.192  0.087
H10 0.866 -0.246 4.568  0.069
H11 -0.370 1.738 4.972  0.095
H12 -0.900 1.930 3.300  0.053
H13 -1.632 0.678 4.333  0.057
C16 -1.051 -0.318 1.256  -0.391
C17 -2.005 -1.129 0.383  -0.111
H14 -0.355 0.228 0.599  0.056
H15 -1.630 0.439 1.803  0.068
H16 -2.806 -0.470 0.015  0.088
H17 -1.503 -1.517 -0.509  0.047
H18 -2.470 -1.958 0.928  0.072
C18 -1.037 -2.347 3.352  -0.385
C19 -2.169 -1.788 4.206  -0.129
H19 -0.393 -2.997 3.964  0.064
H20 -1.456 -2.982 2.554  0.081
H21 -2.791 -2.626 4.548  0.092
H22 -1.805 -1.273 5.102  0.078
H23 -2.823 -1.107 3.647  0.078
Br1 4.956 0.262 -0.394  0.866
P2 -0.442 3.726 -0.987  1.042
C20 -1.262 3.190 0.595  -0.430
C21 -1.445 4.393 1.508  -0.166
H24 -0.635 2.425 1.075  0.030
H25 -2.234 2.736 0.358  0.080
H26 -2.083 4.145 2.364  0.074
H27 -0.484 4.744 1.905  0.078
H28 -1.913 5.226 0.972  0.071
C22 1.257 2.997 -0.669  -0.402
C23 2.306 4.096 -0.766  -0.157
H29 1.480 2.192 -1.381  0.034
H30 1.271 2.546 0.333  0.075
H31 3.254 3.761 -0.327  0.074
H32 2.495 4.376 -1.809  0.076
H33 1.978 4.996 -0.232  0.069
C24 -1.282 2.547 -2.117  -0.490
C25 -1.896 3.264 -3.352  -0.123
H34 -2.000 1.904 -1.586  0.098
H35 -0.244 1.975 -2.260  0.040
H36 -2.137 2.533 -4.195  0.073
H37 -2.850 3.720 -3.075  0.120
H38 -1.261 4.069 -3.742  0.098
C26 4.049 -2.063 2.300  -0.264
P3 2.288 -2.239 2.750  0.769
C27 1.917 -3.960 2.267  -0.232
C28 2.471 -2.375 4.568  -0.243
H39 4.227 -2.209 1.230  0.011
H40 4.637 -2.805 2.863  0.069
H41 4.397 -1.056 2.564  0.048
H42 2.654 -4.622 2.743  0.069
H43 0.905 -4.239 2.585  0.040
H44 1.988 -4.046 1.175  0.055
H45 3.092 -3.255 4.787  0.067
H46 2.979 -1.471 4.930  0.063
H47 1.502 -2.475 5.072  0.044



Record 3
3 unconnected molecules or ions with the total composition C22H52BN10O7P2 at a distorted geometry, computed with wB97M-V/def2-TZVPD.

Its charge is +1. The value obtained for the HOMO energy is -9.728 eV. Its orbital gap is 7.0 eV. The LUMO energy comes out at -2.766 eV.

Last column: Löwdin charge in e.
Geometry (Å):
C1 -7.437 -2.639 0.316  0.089
C2 -6.631 -2.934 1.323  -0.092
N1 -5.342 -2.326 1.367  -0.021
N2 -4.945 -1.448 2.327  0.237
C3 -3.739 -1.091 2.024  -0.269
N3 -2.963 -0.167 2.694  0.138
C4 -1.482 -0.381 2.496  -0.397
C5 -0.858 -1.727 2.752  0.039
O1 -0.849 0.555 2.118  0.163
C6 -3.176 -0.344 4.181  -0.421
C7 -3.241 0.929 4.953  0.037
O2 -3.233 -1.435 4.656  0.159
N4 -3.389 -1.744 0.867  0.059
O3 -2.210 -1.623 0.207  0.152
B1 -2.128 -0.524 -0.734  -0.787
O4 -0.892 -0.201 -1.111  0.248
O5 -3.259 0.062 -1.216  0.225
C8 -4.393 -2.527 0.463  -0.150
C9 -4.352 -3.388 -0.739  -0.087
C10 -3.246 -4.474 -0.554  -0.032
H1 -7.256 -1.757 -0.285  0.088
H2 -8.258 -3.287 0.048  0.083
H3 -6.946 -3.586 2.124  0.127
H4 0.010 -1.782 2.100  0.095
H5 -1.512 -2.560 2.522  0.088
H6 -0.501 -1.755 3.780  0.110
H7 -4.055 1.538 4.568  0.102
H8 -2.301 1.461 4.797  0.102
H9 -3.349 0.681 6.002  0.098
H10 -0.239 -0.841 -0.778  0.103
H11 -3.795 0.511 -0.555  0.125
H12 -4.080 -2.736 -1.567  0.131
H13 -5.316 -3.852 -0.897  0.113
H14 -2.486 -4.329 -1.315  0.084
H15 -2.735 -4.362 0.400  0.077
H16 -3.667 -5.472 -0.597  0.083
O6 1.505 -2.752 -0.492  -0.323
P1 2.847 -3.201 -1.021  0.692
N5 3.793 -3.341 0.399  -0.340
C11 4.245 -2.167 1.125  -0.108
C12 3.312 -4.387 1.288  -0.129
N6 3.228 -1.877 -2.022  -0.303
C13 4.464 -1.124 -1.995  -0.123
C14 2.098 -1.027 -2.354  -0.140
N7 3.856 -4.278 -1.970  -0.295
C15 3.096 -5.353 -2.633  -0.130
C16 5.127 -4.800 -1.486  -0.129
H17 5.005 -2.468 1.850  0.087
H18 3.442 -1.649 1.668  0.084
H19 4.735 -1.455 0.467  0.051
H20 3.351 -5.361 0.788  0.073
H21 2.279 -4.215 1.616  0.071
H22 3.946 -4.456 2.171  0.087
H23 4.469 -0.371 -1.197  0.075
H24 4.603 -0.602 -2.944  0.086
H25 5.334 -1.770 -1.878  0.078
H26 1.869 -0.345 -1.523  0.078
H27 1.220 -1.634 -2.554  0.065
H28 2.290 -0.436 -3.250  0.093
H29 2.759 -6.119 -1.925  0.078
H30 3.703 -5.833 -3.400  0.081
H31 2.215 -4.936 -3.128  0.078
H32 5.023 -5.583 -0.726  0.077
H33 5.758 -4.015 -1.083  0.072
H34 5.647 -5.229 -2.345  0.091
O7 0.213 5.026 -2.852  -0.287
P2 0.295 5.323 -1.391  0.677
N8 1.982 5.459 -1.103  -0.341
C17 2.847 4.295 -1.110  -0.117
C18 2.573 6.590 -1.804  -0.128
N9 -0.434 3.912 -0.758  -0.297
C19 0.140 3.074 0.272  -0.132
C20 -1.211 3.112 -1.697  -0.128
N10 -0.165 6.259 0.022  -0.301
C21 -1.094 7.358 -0.290  -0.133
C22 0.794 6.697 1.025  -0.139
H35 3.818 4.570 -0.691  0.083
H36 3.014 3.877 -2.113  0.089
H37 2.463 3.508 -0.466  0.045
H38 2.119 7.528 -1.465  0.072
H39 2.442 6.522 -2.890  0.080
H40 3.639 6.654 -1.588  0.084
H41 0.881 2.370 -0.131  0.071
H42 -0.639 2.487 0.759  0.054
H43 0.607 3.660 1.066  0.080
H44 -0.583 2.463 -2.318  0.088
H45 -1.799 3.744 -2.355  0.074
H46 -1.909 2.484 -1.136  0.064
H47 -0.599 8.185 -0.812  0.079
H48 -1.549 7.748 0.621  0.077
H49 -1.903 6.993 -0.928  0.078
H50 1.434 7.524 0.696  0.076
H51 1.433 5.883 1.354  0.068
H52 0.224 7.037 1.894  0.086



Record 4
2 unconnected molecules or ions with the total composition C20H21BN at a distorted geometry, computed with wB97M-V/def2-TZVPD.

Its charge is +1. The value obtained for the HOMO energy is -10.552 eV. Its orbital gap is 5.6 eV. The LUMO energy comes out at -4.979 eV. The energy relative to the best compared isomer or geometry (same formula, charge and spin) is 0.0 kJ/mol.

Last column: Löwdin charge in e.
Geometry (Å):
C1 -1.015 1.372 -0.526  -0.077
C2 -2.340 1.810 -0.111  -0.229
C3 -2.414 2.824 0.872  -0.061
C4 -3.634 3.347 1.286  -0.083
C5 -4.819 2.829 0.749  -0.082
C6 -4.784 1.802 -0.201  -0.071
C7 -3.557 1.273 -0.620  -0.021
C8 -0.782 0.250 -1.240  -0.076
C9 0.573 -0.401 -1.403  -0.152
C10 0.599 -1.469 -2.491  -0.227
C11 1.532 -2.506 -2.384  -0.052
C12 1.563 -3.535 -3.321  -0.075
C13 0.713 -3.491 -4.431  -0.079
C14 -0.190 -2.436 -4.566  -0.067
C15 -0.243 -1.425 -3.602  -0.042
H1 -0.178 1.963 -0.148  0.102
H2 -1.473 3.204 1.285  0.099
H3 -3.650 4.149 2.029  0.107
H4 -5.768 3.229 1.073  0.101
H5 -5.715 1.405 -0.618  0.110
H6 -3.493 0.468 -1.360  0.106
H7 -1.578 -0.162 -1.856  0.088
H8 1.331 0.406 -1.575  0.143
H9 2.199 -2.523 -1.521  0.090
H10 2.252 -4.364 -3.194  0.105
H11 0.736 -4.277 -5.181  0.106
H12 -0.868 -2.379 -5.415  0.109
H13 -0.977 -0.623 -3.690  0.109
H14 0.819 -0.976 -0.527  0.072
B1 2.940 -1.347 1.208  0.083
N1 2.543 -0.432 2.319  -0.015
C16 3.300 -0.739 3.409  -0.018
C17 3.194 0.010 4.558  0.002
C18 2.318 1.099 4.615  0.019
C19 1.531 1.400 3.490  0.010
C20 1.638 0.617 2.346  0.040
H15 2.469 -2.455 1.292  0.086
H16 3.355 -0.764 0.285  0.065
H17 3.970 -1.593 3.294  0.150
H18 3.813 -0.294 5.392  0.131
H19 2.241 1.689 5.527  0.134
H20 0.830 2.238 3.494  0.132
H21 1.019 0.806 1.457  0.128



Record 5
A molecular structure, C17H22BrI3KN3O2 at a distorted geometry, computed with wB97M-V/def2-TZVPD.

The value obtained for the HOMO energy is -8.563 eV. Its orbital gap is 8.5 eV. The LUMO energy comes out at -0.038 eV. The energy relative to the best compared isomer or geometry (same formula, charge and spin) is 61.5 kJ/mol.

Last column: Löwdin charge in e.
Geometry (Å):
K1 0.187 0.154 0.978  0.440
I1 0.652 0.382 4.591  0.762
C1 2.455 -0.509 3.934  -1.146
I2 3.580 0.655 2.573  0.787
H1 2.174 -1.406 3.392  -0.060
H2 3.075 -0.659 4.806  -0.044
N1 -0.507 -0.247 -1.918  -0.001
C2 0.264 0.838 -2.563  -0.261
C3 0.614 1.890 -1.523  -0.238
C4 -0.606 2.570 -0.898  -0.224
C5 -0.261 3.561 0.215  -0.259
N2 0.450 2.897 1.335  -0.043
H3 -0.454 -1.109 -2.442  0.079
H4 -1.490 -0.016 -1.844  0.063
H5 -0.254 1.293 -3.413  0.112
H6 1.184 0.402 -2.950  0.083
H7 1.288 2.645 -1.941  0.125
H8 1.198 1.369 -0.759  0.046
H9 -1.305 1.820 -0.504  0.065
H10 -1.152 3.099 -1.687  0.122
H11 -1.180 3.990 0.617  0.101
H12 0.309 4.399 -0.197  0.111
H13 0.331 3.397 2.206  0.069
H14 1.453 2.881 1.180  0.039
Br1 4.267 -0.035 -2.744  0.730
C6 3.515 -1.653 -2.107  -0.681
C7 3.766 -2.838 -2.781  -0.132
C8 3.170 -4.002 -2.308  -0.071
C9 2.345 -3.976 -1.191  -0.019
C10 2.122 -2.788 -0.509  -0.114
C11 2.719 -1.618 -0.975  -0.090
C12 1.209 -2.774 0.718  -0.685
O1 0.423 -3.726 0.842  -0.096
O2 1.316 -1.748 1.456  -0.320
H15 4.403 -2.850 -3.655  0.097
H16 3.345 -4.940 -2.822  0.104
H17 1.847 -4.866 -0.829  0.117
H18 2.534 -0.668 -0.487  0.068
I3 -2.152 -2.177 1.112  1.136
C13 -3.487 -0.582 1.204  -0.771
C14 -4.864 -0.787 1.214  -0.128
C15 -5.688 0.319 1.305  -0.069
C16 -5.118 1.582 1.385  -0.068
C17 -3.741 1.679 1.363  -0.140
N3 -2.916 0.621 1.269  -0.007
H19 -5.266 -1.789 1.157  0.095
H20 -6.764 0.195 1.316  0.111
H21 -5.726 2.475 1.463  0.104
H22 -3.264 2.653 1.416  0.102



Values of DFT total energy, in order: -46205.2136 -152292.0204 -72138.7651 -23239.0560 -137222.7838, all in eV.